1.
Density functional theory data (ωB97M-V/def2-TZVPD) for an isolated ion of composition C3H7N2 and charge +1 at a distorted geometry.

```
12
Properties=species:S:1:pos:R:3:forces:R:3:lowdin_charge:R:1
N 1.3337 0.7633 -1.1502 -3.902 -0.962 0.118 0.233
N 0.4195 -0.3598 0.8572 -1.289 -0.053 0.398 0.117
C -0.8966 0.3671 -1.0619 4.523 0.058 0.116 0.153
C 1.4527 0.2890 -0.0288 1.600 0.931 0.584 -0.260
C -0.9468 -0.3144 0.1966 -0.028 -0.246 0.302 -0.136
H -0.9120 1.3774 -1.0345 -0.956 3.049 -0.227 0.060
H 2.4179 0.2527 0.4523 0.394 -0.096 0.436 0.131
H -0.9137 -0.1035 -1.9619 -0.608 -1.354 -2.439 0.071
H 0.2272 -0.0584 1.8431 1.116 0.331 -0.821 0.207
H 0.8093 -1.2813 0.9427 -0.214 -1.208 0.148 0.166
H -1.4651 -1.2396 0.1367 0.204 -1.216 0.057 0.138
H -1.5261 0.3075 0.8086 -0.840 0.767 1.330 0.121
```
Forces are in eV/Å.

Output
- net charge = +1
- E_tot (eV) = -6193.63922
- lowest unoccupied orbital energy (spin up / spin down) (eV) = -5.55 / -5.56
- Kohn-Sham gap (spin up / spin down) (eV) = 9.21 / 9.21



2.
Density functional theory data (ωB97M-V/def2-TZVPD) for a 3-piece molecular cluster, C5H10NO2 overall at a distorted geometry.

```
18
Properties=species:S:1:pos:R:3:forces:R:3:lowdin_charge:R:1
O 2.8687 1.0864 1.2321 0.259 -1.050 -2.040 -0.157
O 3.5609 1.0055 -0.9760 -0.313 -0.234 0.964 -0.134
N 2.6481 -0.8249 -0.0275 1.708 0.097 -2.440 0.076
C -2.3103 -1.4413 0.4435 3.312 0.271 -1.798 0.025
C -2.3022 -0.2988 -0.4030 0.271 5.302 -1.286 -0.379
C -1.5620 0.8946 -0.4797 -1.465 -0.330 0.960 -0.223
C 3.0612 0.5260 0.0831 -0.049 1.305 1.001 -0.851
C -0.2709 1.1667 0.3126 -1.675 1.430 -1.603 -0.115
H -1.9757 1.7266 -1.1111 0.480 -1.167 0.405 0.085
H 0.5859 1.2209 -0.3905 -0.260 0.313 0.679 0.083
H 2.7545 -1.2265 -0.9759 -0.361 0.493 1.231 0.078
H 2.0061 -1.2062 0.5853 -1.276 -0.670 1.294 0.011
H -1.7671 -1.3378 1.3747 -0.443 -0.626 0.157 0.045
H -0.1696 0.3628 0.9381 0.888 -2.216 1.547 -0.004
H -0.5930 -1.2376 -0.6674 -1.588 -2.154 1.745 0.248
H -3.1058 -2.1360 0.1538 0.866 -0.357 0.692 0.054
H -3.0833 -0.2918 -1.1380 -0.592 -0.137 -0.369 0.064
H -0.3456 2.0112 1.0458 0.236 -0.271 -1.138 0.093
```
Forces are in eV/Å.

Output
- net charge = -1
- E_tot (eV) = -10928.01662
- lowest unoccupied orbital energy (eV) = 1.62
- Kohn-Sham gap (eV) = 5.47



3.
Density functional theory data (ωB97M-V/def2-TZVPD) for an isolated ion of composition CH3N4Si and charge -1 at a distorted geometry.

```
9
Properties=species:S:1:pos:R:3:forces:R:3:lowdin_charge:R:1
Si 1.5343 -0.1338 0.0241 -2.286 1.881 -0.435 0.549
N -1.0874 -0.6189 -0.8278 -0.430 -0.528 -0.497 -0.096
N -1.2340 0.7175 0.9575 1.254 0.801 1.898 -0.125
N -2.4306 0.3775 0.5270 -3.487 4.232 4.676 -0.208
N -2.3858 -0.4348 -0.5175 1.733 -4.035 -4.734 -0.130
C -0.4269 0.0171 0.1640 2.646 -0.686 -1.131 -0.624
H 2.0330 1.3146 -0.0615 -0.188 -0.484 0.096 -0.105
H 1.6052 -0.6037 -1.3459 0.542 -0.559 -0.349 -0.117
H 2.3923 -0.6356 1.0801 0.216 -0.621 0.476 -0.144
```
Forces are in eV/Å.

Output
- 2S+1 = 3
- net charge = -1
- E_tot (eV) = -14917.73212
- lowest unoccupied orbital energy (spin up / spin down) (eV) = 3.89 / 2.02
- Kohn-Sham gap (spin up / spin down) (eV) = 3.30 / 6.82



4.
Density functional theory data (ωB97M-V/def2-TZVPD) for a 2-piece molecular cluster, C15H33ClNO2Si overall at a distorted geometry.

```
53
Properties=species:S:1:pos:R:3:forces:R:3:lowdin_charge:R:1
Cl -1.9942 1.3929 -0.3898 0.141 0.462 1.088 0.915
Si -0.3769 -2.3727 -0.0452 0.155 -0.559 -0.607 0.554
O 0.4540 -1.0039 -0.6984 -0.053 -0.175 0.583 -0.072
O 0.9764 1.1823 -0.5802 -0.407 0.665 -1.494 -0.158
N -1.7149 2.6902 1.8939 0.421 -1.521 -1.453 -0.185
C 0.7540 2.9750 -2.0061 -0.349 0.360 -0.383 -0.196
C 0.8469 1.4642 -2.0163 0.333 -0.063 1.048 -0.137
C -2.9497 3.4065 1.5554 -0.224 0.383 0.090 -0.021
C -0.7053 -4.8343 -1.3579 -0.012 -0.132 -0.097 -0.100
C 1.4413 -3.5969 -1.8037 0.117 -0.172 -0.097 -0.095
C 1.0571 -0.0185 -0.0368 0.802 -0.678 1.469 -0.546
C 1.6752 -0.0206 1.1827 -0.580 -0.578 -1.051 0.070
C 1.8070 3.6087 -1.1131 0.303 -0.264 -0.010 -0.262
C -2.1067 -2.0849 -0.6668 -0.198 0.074 0.020 -0.156
C 1.0986 -4.7773 0.3755 0.094 -0.031 0.002 -0.102
C 1.6730 5.0905 -0.8276 0.187 0.071 -0.069 -0.102
C -1.0320 2.9870 3.1630 0.458 0.073 0.446 0.021
C 0.4052 -3.9758 -0.7367 -0.058 0.496 0.070 -0.619
C -1.2339 1.7779 1.0918 -0.663 1.152 0.077 -0.366
C -0.4257 -2.4425 1.8048 -0.056 0.160 0.469 -0.157
H -3.7357 2.7066 1.2646 0.159 0.033 0.130 0.094
H 0.8528 3.3466 -3.0261 -0.072 0.018 -0.111 0.127
H -1.7595 3.4682 3.8220 0.260 -0.211 -0.073 0.102
H 1.7498 1.1088 -2.5322 -0.323 -0.076 0.124 0.145
H 1.7981 5.7209 -1.7088 -0.094 -0.054 -0.037 0.078
H -0.6558 2.0599 3.6197 -0.221 0.317 -0.212 0.115
H 2.4513 5.3729 -0.1142 -0.114 0.114 -0.045 0.076
H -2.1716 -2.1404 -1.7606 -0.015 -0.010 0.217 0.050
H 2.7764 3.3895 -1.5774 0.050 0.102 0.237 0.125
H 0.5374 -2.6777 2.2785 -0.328 0.080 -0.127 0.039
H -1.1405 -3.2369 2.0859 0.255 0.239 -0.143 0.060
H -2.7789 4.0976 0.7214 0.070 -0.134 0.222 0.113
H -2.8028 -2.8142 -0.2295 0.127 0.158 -0.192 0.051
H 1.5468 -5.6854 -0.0539 -0.098 0.163 0.092 0.092
H -1.1946 -4.3300 -2.1988 0.072 -0.078 0.114 0.077
H 2.2560 -2.9979 -1.3786 -0.151 -0.051 -0.107 0.082
H -2.4263 -1.0806 -0.3605 -0.061 -0.414 -0.058 -0.034
H -0.8095 -1.5037 2.2233 0.093 -0.146 0.067 0.032
H 1.9094 -4.2066 0.8459 -0.116 -0.087 -0.060 0.083
H -0.1783 3.6658 3.0079 -0.417 -0.181 -0.106 0.119
H 1.7770 3.0769 -0.1610 0.244 0.191 -0.073 0.095
H -0.0649 0.9964 -2.3943 0.290 -0.103 -0.134 0.105
H 2.2304 0.8774 1.4228 -0.060 -0.187 0.215 0.073
H 0.9934 -3.0382 -2.6334 0.079 -0.028 0.116 0.083
H 0.7057 5.3118 -0.3760 -0.095 0.094 0.004 0.064
H -3.2447 3.9572 2.4462 -0.119 0.018 -0.223 0.100
H -0.2960 1.2586 1.3131 -0.086 -0.118 0.136 0.085
H 1.8894 -4.5079 -2.2219 -0.061 0.100 0.023 0.091
H 1.7495 -0.9265 1.7640 0.140 0.172 0.037 0.048
H -0.2539 3.2451 -1.6734 0.027 0.134 0.030 0.088
H 0.4013 -5.0897 1.1624 0.110 0.039 -0.138 0.079
H -1.4798 -5.0980 -0.6267 0.107 0.022 -0.094 0.084
H -0.2812 -5.7744 -1.7386 -0.064 0.158 0.070 0.092
```
Forces are in eV/Å.

Output
- net charge = +1
- E_tot (eV) = -42069.57734
- lowest unoccupied orbital energy (eV) = -4.36
- Kohn-Sham gap (eV) = 6.96



5.
Density functional theory data (ωB97M-V/def2-TZVPD) for a single C6H12O molecule at a distorted geometry.

```
19
Properties=species:S:1:pos:R:3:forces:R:3:lowdin_charge:R:1
O 0.5731 -0.0839 0.7867 -0.149 0.105 -0.177 -0.108
C -1.6367 -0.5026 -0.3181 -0.051 -0.042 -0.121 -0.273
C -1.7675 -0.6761 1.1787 -0.120 -0.018 0.150 -0.056
C -1.6536 0.8875 -0.9117 0.036 0.044 -0.003 -0.071
C 1.5414 -0.1270 -0.2215 0.215 -2.511 -1.363 -0.337
C -0.4698 -0.9734 0.5111 -0.087 -0.085 0.119 -0.324
C 2.6802 0.8014 0.0822 1.602 -1.833 1.849 -0.081
H -1.0603 1.5755 -0.2998 -0.102 -0.111 -0.093 0.082
H -2.1143 -1.2693 -0.9273 0.102 0.121 0.113 0.132
H -1.7972 0.2360 1.7715 0.037 -0.151 -0.123 0.116
H -2.3563 -1.4981 1.5764 0.111 0.132 -0.089 0.101
H 2.5422 1.6735 0.7301 -0.665 -0.223 -0.355 0.076
H 3.0706 -0.0426 0.7380 1.525 2.151 -0.158 0.088
H -0.1466 -2.0146 0.4097 -0.057 0.249 0.036 0.147
H -1.2379 0.8928 -1.9267 -0.073 -0.004 0.166 0.074
H -2.6779 1.2746 -0.9650 0.165 -0.058 0.010 0.077
H 1.9964 -1.3060 -0.2411 -1.184 2.871 -0.262 0.169
H 3.3702 1.0729 -0.7445 -0.608 -0.599 0.451 0.084
H 1.1519 0.0402 -1.2215 -0.696 -0.039 -0.149 0.102
```
Forces are in eV/Å.

Output
- net charge = 0
- E_tot (eV) = -8461.80504
- lowest unoccupied orbital energy (eV) = 1.13
- Kohn-Sham gap (eV) = 10.51



6.
Density functional theory data (ωB97M-V/def2-TZVPD) for a 8-piece molecular cluster, ClH14O7 overall at a distorted geometry.

```
22
Properties=species:S:1:pos:R:3:forces:R:3:lowdin_charge:R:1
Cl -18.0390 -6.8430 -6.4880 0.083 0.108 -0.324 0.146
O -16.3690 -3.9050 -6.0380 0.236 -0.016 0.323 -0.051
O -16.0450 -6.6470 -9.0830 0.993 -0.222 -1.186 -0.102
O -18.9540 -7.1430 -9.5470 0.503 1.794 -2.081 -0.075
O -17.7000 -9.3980 -8.4360 0.160 -0.178 0.259 -0.098
O -21.2970 -6.6550 -6.7760 0.346 -0.045 0.869 -0.110
O -16.7210 -6.1840 -3.6610 0.222 0.128 1.338 -0.109
O -19.5310 -8.0970 -4.1680 -0.698 -0.839 1.270 -0.110
H -19.3790 -7.7510 -9.0050 -1.023 -1.807 1.541 -0.038
H -19.9530 -7.2490 -4.0530 -0.094 0.307 -0.238 0.013
H -17.7390 -8.8020 -7.6690 -0.196 0.462 -0.101 -0.073
H -21.5440 -6.5950 -7.6910 0.217 0.049 -0.599 0.004
H -16.5750 -6.8090 -8.3100 -0.405 -0.261 0.808 -0.112
H -15.9540 -7.5110 -9.5280 -0.397 0.610 0.467 0.038
H -17.5170 -6.2220 -3.1110 0.257 -0.115 -0.448 0.020
H -17.0840 -4.0490 -6.6360 -1.188 -1.439 -0.520 -0.011
H -20.3160 -6.7170 -6.7180 -0.530 0.034 -0.269 -0.081
H -17.0140 -6.2490 -4.5670 -0.341 -0.030 -0.717 -0.119
H -18.8510 -7.9700 -4.8190 0.551 0.379 -0.747 -0.121
H -16.2230 -3.0190 -6.3220 0.991 1.440 0.201 0.008
H -17.2550 -10.1520 -8.0510 0.129 -0.457 -0.057 0.025
H -18.5420 -6.5250 -8.9430 0.185 0.098 0.212 -0.044
```
Forces are in eV/Å.

Output
- net charge = -1
- E_tot (eV) = -27085.72216
- lowest unoccupied orbital energy (eV) = 3.45
- Kohn-Sham gap (eV) = 10.07



Question: Which formula does entry 3 have?
Answer: CH3N4Si



Question: The lowest E_tot belongs to which entry?
Answer: C15H33ClNO2Si



Question: The lowest E_tot belongs to which entry?
Answer: C15H33ClNO2Si